Record 1
Entry from OMol25: a 4-piece molecular cluster, C50H85N5O4S overall (ωB97M-V/def2-TZVPD).

Its energy above the lowest of the compared OMol25 structures with the same formula, charge and spin is 107.1 kcal/mol. Its expectation value of S² is 3.763. The value obtained for the HOMO-LUMO gap (alpha / beta) is 6.4 / 7.1 eV.

The geometry in ORCA input format:
```
! wB97M-V def2-TZVPD RIJCOSX def2/J DEFGRID3
* xyz 1 4
C 1.225 -0.657 2.664
C 0.675 0.437 2.680
C 0.298 1.965 2.840
C -1.218 2.116 3.281
C -2.258 1.464 2.231
C -1.754 1.544 0.748
C -1.513 2.938 0.176
O -1.710 4.106 0.895
C -1.011 3.021 -1.246
C -0.676 4.394 -1.959
C 0.508 5.130 -1.434
C 0.861 6.425 -2.138
C -0.021 6.842 -3.294
C -1.173 5.945 -3.615
N -1.522 4.760 -2.991
C -0.827 1.756 -1.995
N -1.054 0.468 -1.455
C -0.777 -0.680 -2.360
C 0.720 -0.666 -2.907
C 1.801 -1.082 -1.806
C 2.412 0.155 -1.010
C 3.850 0.602 -1.496
C 4.402 1.884 -0.716
C 5.821 2.370 -1.226
C 6.400 3.607 -0.388
C -1.491 0.335 -0.116
S -1.748 -1.295 0.660
H 1.938 -1.519 2.560
H 0.546 2.470 1.863
H 0.927 2.426 3.666
H -1.394 1.617 4.278
H -1.498 3.218 3.353
H -2.470 0.422 2.603
H -3.247 2.027 2.299
H -2.612 4.113 1.288
H 1.140 4.765 -0.582
H 1.753 7.038 -1.819
H 0.242 7.790 -3.840
H -1.839 6.275 -4.474
H -0.446 1.839 -3.058
H -1.051 -1.688 -1.943
H -1.443 -0.530 -3.276
H 1.022 0.325 -3.366
H 0.790 -1.437 -3.741
H 1.272 -1.793 -1.087
H 2.667 -1.609 -2.325
H 2.517 -0.181 0.077
H 1.733 1.067 -0.994
H 4.608 -0.228 -1.306
H 3.867 0.844 -2.604
H 3.675 2.740 -0.915
H 4.493 1.700 0.400
H 5.768 2.725 -2.310
H 6.612 1.555 -1.163
H 5.982 3.664 0.665
H 6.147 4.604 -0.880
H 7.536 3.570 -0.340
H -2.864 -1.920 0.138
C 6.828 -2.346 -6.960
C 6.007 -1.161 -6.375
C 5.636 -0.138 -7.475
C 6.742 0.837 -7.854
C 7.337 1.483 -6.609
C 7.831 0.437 -5.595
N 6.770 -0.558 -5.240
O 5.893 0.056 -4.434
C 9.076 -0.264 -6.187
C 8.382 1.165 -4.349
C 4.674 -1.820 -5.940
H 7.846 -2.403 -6.579
H 6.394 -3.312 -6.687
H 6.882 -2.308 -8.051
H 4.777 0.457 -7.139
H 5.299 -0.663 -8.374
H 7.513 0.329 -8.440
H 6.332 1.615 -8.504
H 8.160 2.142 -6.903
H 6.583 2.131 -6.148
H 9.446 -1.044 -5.516
H 9.890 0.452 -6.329
H 8.904 -0.709 -7.166
H 7.644 1.824 -3.886
H 9.235 1.794 -4.615
H 8.725 0.449 -3.597
H 4.828 -2.521 -5.113
H 4.239 -2.380 -6.771
H 3.926 -1.088 -5.629
C 0.549 -4.010 4.243
C -0.508 -4.819 3.438
C -1.871 -4.087 3.409
C -2.723 -4.252 4.660
C -2.838 -5.723 5.040
C -1.461 -6.388 5.204
N -0.591 -6.199 3.999
O -1.054 -7.008 3.035
C -0.789 -5.808 6.471
C -1.659 -7.880 5.547
C 0.029 -4.775 1.985
H 0.888 -4.513 5.147
H 1.468 -3.862 3.668
H 0.179 -3.022 4.529
H -2.462 -4.458 2.561
H -1.719 -3.019 3.220
H -2.307 -3.664 5.484
H -3.722 -3.847 4.474
H -3.414 -5.812 5.966
H -3.422 -6.245 4.272
H 0.212 -6.225 6.612
H -1.371 -6.056 7.363
H -0.710 -4.721 6.466
H -2.249 -8.410 4.797
H -2.193 -7.990 6.495
H -0.697 -8.388 5.652
H 0.969 -5.326 1.892
H 0.219 -3.741 1.683
H -0.679 -5.187 1.263
C -9.909 1.547 2.718
C -8.777 1.503 3.784
C -8.295 2.928 4.150
C -7.320 3.556 3.164
C -6.178 2.597 2.855
C -6.687 1.234 2.354
N -7.679 0.619 3.288
O -7.002 0.164 4.352
C -7.296 1.431 0.946
C -5.479 0.306 2.102
C -9.486 0.957 5.048
H -9.632 1.097 1.767
H -10.783 0.970 3.033
H -10.246 2.567 2.519
H -7.798 2.901 5.128
H -9.155 3.593 4.274
H -7.842 3.854 2.250
H -6.913 4.477 3.593
H -5.516 3.051 2.109
H -5.568 2.465 3.758
H -7.706 0.494 0.559
H -6.531 1.766 0.239
H -8.079 2.187 0.910
H -4.856 0.175 2.989
H -4.828 0.718 1.326
H -5.807 -0.680 1.762
H -9.809 -0.079 4.906
H -10.373 1.553 5.272
H -8.851 0.995 5.935
*
```

Atomic partial charges in e from the Mulliken method, atoms 1 to 6: -0.335, -0.284, -0.124, -0.832, -0.406, 0.244

Record 2
Entry from OMol25: C3H3Br2N in the gas phase (ωB97M-V/def2-TZVPD).

Its energy above the lowest of the compared OMol25 structures with the same formula, charge and spin is 67.0 kcal/mol. Its SMILES is BrCC=C=NBr. The value obtained for the HOMO-LUMO gap (alpha / beta) is 6.8 / 8.0 eV.

The geometry in ORCA input format:
```
! wB97M-V def2-TZVPD RIJCOSX def2/J DEFGRID3
* xyz 0 1
Br 1.167 2.274 0.161
C 1.257 0.224 0.277
C 0.418 -0.624 -0.598
C -0.894 -0.524 -0.211
N -1.987 -0.721 0.226
Br -4.077 0.121 0.114
H 1.031 0.278 1.402
H 2.273 0.060 0.121
H 0.813 -1.089 -1.492
*
```

Atomic partial charges in e from the Mulliken method, atoms 1 to 6: -0.112, -0.699, -0.341, 0.584, -0.411, -0.067

Record 3
Entry from OMol25: C6H8OS in the gas phase (ωB97M-V/def2-TZVPD).

Its energy above the lowest of the compared OMol25 structures with the same formula, charge and spin is 68.5 kcal/mol. Its SMILES is C=C1CS[C@@H]2C[C@H]2O1. The value obtained for the HOMO-LUMO gap is 9.7 eV.

The geometry in ORCA input format:
```
! wB97M-V def2-TZVPD RIJCOSX def2/J DEFGRID3
* xyz 0 1
C 2.352 -0.195 -0.565
C 1.236 -0.013 0.114
C 0.714 1.352 0.536
S -0.907 1.864 -0.138
C -1.318 0.174 -0.607
C -2.162 -1.006 -0.137
C -0.875 -0.691 0.493
O 0.445 -1.099 0.382
H 2.600 -1.198 -0.851
H 3.058 0.590 -0.681
H 1.438 2.096 0.298
H 0.592 1.315 1.628
H -0.913 -0.132 -1.560
H -3.022 -1.005 0.499
H -2.212 -1.748 -0.936
H -1.027 -0.303 1.524
*
```

Atomic partial charges in e from the Mulliken method, atoms 1 to 6: -1.000, 0.650, -0.632, -0.163, -0.102, -0.612

Record 4
Entry from OMol25: C14H27ClHoIN2P2 as an isolated structure (ωB97M-V/def2-TZVPD).

Its expectation value of S² is 6.004. The value obtained for the HOMO-LUMO gap (alpha / beta) is 7.6 / 7.6 eV.

The geometry in ORCA input format:
```
! wB97M-V def2-TZVPD RIJCOSX def2/J DEFGRID3
* xyz 2 5
C 2.584 -4.046 0.947
I 2.332 -1.825 1.022
H 1.677 -4.470 0.520
H 2.756 -4.383 1.972
H 3.464 -4.268 0.336
Ho 0.038 -0.260 0.017
P -1.317 -0.550 2.512
C -0.649 -0.147 4.166
C -2.947 0.286 2.616
H -3.462 0.008 3.548
H -2.431 -2.396 3.679
H -3.567 0.003 1.755
H -2.404 -2.627 1.887
H -0.422 0.927 4.215
H -2.801 1.374 2.595
C -1.831 -2.295 2.764
H -1.373 -0.403 4.950
H -0.921 -2.903 2.855
H 0.273 -0.721 4.322
P 1.287 0.355 -2.494
C 2.899 1.165 -2.791
C 1.425 -1.102 -3.604
H -0.785 0.994 -3.602
H 0.646 1.574 -4.518
H 0.120 2.417 -3.029
C 0.215 1.438 -3.516
H 0.437 -1.578 -3.685
H 1.790 -0.802 -4.599
H 3.099 1.262 -3.867
H 3.692 0.560 -2.333
H 2.136 -1.805 -3.147
H 2.898 2.162 -2.331
Cl -1.948 -1.099 -1.179
N 0.565 4.025 0.773
C 0.911 2.734 0.684
N -0.142 2.010 0.232
C -1.194 2.916 0.006
C -2.502 2.676 -0.419
C -3.347 3.790 -0.465
C -2.901 5.079 -0.109
C -1.577 5.303 0.310
C -0.762 4.184 0.350
H 1.142 4.805 1.080
H 1.900 2.373 0.955
H -2.772 1.650 -0.682
H -4.380 3.676 -0.783
H -3.624 5.894 -0.177
H -1.156 6.270 0.598
*
```

Atomic partial charges in e from the Mulliken method, atoms 1 to 6: -0.822, 0.120, 0.323, 0.337, 0.355, 0.611

Record 5
Entry from OMol25: a 2-piece molecular cluster, C6H10NO2S overall (ωB97M-V/def2-TZVPD).

Its energy above the lowest of the compared OMol25 structures with the same formula, charge and spin is 60.4 kcal/mol. The value obtained for the HOMO-LUMO gap is 7.6 eV.

The geometry in ORCA input format:
```
! wB97M-V def2-TZVPD RIJCOSX def2/J DEFGRID3
* xyz 1 1
C -0.826 -1.651 0.073
C 2.832 0.615 -0.429
C -1.007 0.756 -0.383
C 2.758 0.958 0.978
C -3.102 -0.583 -0.041
C -1.656 -0.552 -0.553
N 0.099 1.340 -0.359
O 0.373 -1.641 0.206
O 2.173 -0.262 -1.017
S -1.420 2.394 -0.017
H -1.414 -2.511 0.429
H 3.535 1.178 -1.052
H 3.756 1.053 1.411
H 2.148 0.269 1.560
H 2.327 1.964 1.047
H -3.535 -1.564 -0.220
H -3.139 -0.374 1.025
H -3.705 0.156 -0.562
H -1.662 -0.763 -1.635
H 1.465 -0.782 -0.460
*
```

Atomic partial charges in e from the Mulliken method, atoms 1 to 6: 0.017, 0.404, 0.111, -0.986, -1.572, 0.686

| no. | molar mass (g/mol) | maximum force (eV/Å) |
| --- | --- | --- |
| 1 | 852.33 | 3.963 |
| 2 | 212.87 | 2.689 |
| 3 | 128.20 | 1.659 |
| 4 | 612.62 | 1.776 |
| 5 | 160.22 | 1.291 |